Entry 1:
The following is a DFT calculation (ωB97M-V/def2-TZVPD) of a structure of composition C3H5IrO4.

XYZ file:
```
13
Properties=species:S:1:pos:R:3:forces:R:3
O 0.74213 -2.51575 2.47661 0.4 1.2 -2.8
C 0.91375 -1.92542 1.44032 -0.3 -2.6 6.7
O 0.15690 -1.76903 0.41999 -1.2 -0.7 -1.5
O 2.05650 -1.14629 1.21592 0.1 0.0 -0.1
H 2.76021 -1.29025 1.85985 0.8 0.0 0.5
C -0.39761 1.62177 -1.05055 -2.5 -0.1 3.8
O 0.65568 0.96234 -1.11924 0.9 2.8 -2.1
C -1.72914 1.00317 -0.87969 1.0 2.0 -3.3
H -2.14736 1.67228 -1.72779 -0.5 -0.6 0.8
H -0.30154 2.65934 -0.68180 0.2 0.1 -1.1
H -1.81460 0.00165 -1.31117 -0.2 -0.1 1.0
H -2.21834 1.41083 0.01758 -0.1 -0.4 -0.2
Ir 1.32341 -0.68463 -0.66003 1.4 -1.6 -1.8
```
Forces are in eV/Å.

Results
E_HOMO (alpha / beta), eV: -19.68 / -20.27
Net charge: +2
Kohn-Sham gap (alpha / beta), eV: 9.36 / 6.54
LUMO energy (alpha / beta), eV: -10.32 / -13.73
2S+1: 5
Energy above the lowest of the compared OMol25 structures with the same formula, charge and spin, eV: 1.652

Entry 2:
The following is a DFT calculation (ωB97M-V/def2-TZVPD) of a structure of composition C3H5LiO3Rb.

XYZ file:
```
13
Properties=species:S:1:pos:R:3:forces:R:3
O 2.62224 -0.38518 0.18966 0.4 -0.2 -0.2
C 1.29666 -0.12619 0.59357 -0.6 0.3 0.2
C 0.45197 0.00346 -0.66060 -0.6 0.0 0.4
O -0.94556 0.29582 -0.26092 2.1 -4.5 0.3
H 3.17674 -0.50666 0.96417 0.0 0.0 0.0
H 1.22503 0.80791 1.17607 0.0 -0.3 -0.2
H 0.89549 -0.95501 1.20278 0.1 0.2 0.0
H 0.45454 -0.93995 -1.22448 -0.1 0.0 0.2
H 0.87393 0.74866 -1.34567 -0.4 0.1 0.5
O -0.86817 2.37736 -0.58791 -2.0 -1.6 -2.0
C -1.48146 1.32419 -0.94070 0.4 5.2 1.1
Li -4.35107 -0.26228 1.15268 -0.2 1.2 0.4
Rb -3.35034 -2.38212 -0.25865 0.8 -0.5 -0.7
```
Forces are in eV/Å.

Results
E_HOMO (alpha / beta), eV: -5.67 / -5.79
Kohn-Sham gap (alpha / beta), eV: 4.85 / 4.36
LUMO energy (alpha / beta), eV: -0.82 / -1.42
2S+1: 2
Energy above the lowest of the compared OMol25 structures with the same formula, charge and spin, eV: 4.140

Entry 3:
The following is a DFT calculation (ωB97M-V/def2-TZVPD) of a structure of composition C3H5LiO4.

XYZ file:
```
13
Properties=species:S:1:pos:R:3:forces:R:3
O -0.14903 -0.64095 0.31089 0.3 0.3 -2.2
C -0.69648 -0.29643 1.57994 -0.2 0.0 2.7
C 1.10733 -0.72044 -0.17346 0.8 -1.1 0.8
O 0.06588 -0.22165 2.52825 -0.3 0.1 -0.9
O -1.93540 -0.18850 1.44721 0.2 0.4 -0.8
C 1.80999 0.18232 -0.86375 0.9 -0.3 0.9
H 1.50922 -1.72322 -0.00212 0.1 0.2 -0.4
H 0.43599 0.82864 -1.41956 -1.5 0.1 -0.9
H 2.73359 -0.12522 -1.35283 -0.2 0.1 0.3
H 1.61262 1.25368 -0.82753 0.4 -0.1 0.1
O -0.51859 1.02082 -1.66670 -0.4 0.4 -0.4
H -0.52802 1.68058 -2.36377 0.0 0.0 0.0
Li -1.73636 0.15573 -0.58672 0.0 -0.3 0.9
```
Forces are in eV/Å.

Results
E_HOMO, eV: -9.35
Kohn-Sham gap, eV: 9.06
LUMO energy, eV: -0.28
Energy above the lowest of the compared OMol25 structures with the same formula, charge and spin, eV: 1.362

Entry 4:
The following is a DFT calculation (ωB97M-V/def2-TZVPD) of a structure of composition C3H5LuO3.

XYZ file:
```
12
Properties=species:S:1:pos:R:3:forces:R:3
H -1.82362 -1.52016 0.48276 -0.2 -0.1 -1.2
C -0.95348 -0.88621 0.31641 -1.6 1.2 -0.3
C -1.23569 0.38247 -0.12235 -1.0 -2.0 2.9
O -0.62549 1.52070 0.31414 1.9 0.9 -1.9
C 0.72689 1.56283 0.12833 -0.3 0.4 1.2
O 1.10966 2.82665 0.42313 -0.5 -1.2 -0.1
Lu 1.68987 -0.49580 -0.29902 -1.4 -1.8 -1.5
O 0.88757 -2.17832 -1.27170 1.6 1.8 1.1
H -0.17594 -1.58767 0.61823 0.9 1.0 0.5
H 0.65517 -3.04714 -0.94427 -0.1 -0.3 -0.3
H -2.26660 0.61409 -0.40135 0.4 -0.2 -0.1
H 2.01167 2.80857 0.75569 0.3 0.3 -0.2
```
Forces are in eV/Å.

Results
E_HOMO (alpha / beta), eV: -11.03 / -13.67
Net charge: +1
Kohn-Sham gap (alpha / beta), eV: 5.17 / 7.68
LUMO energy (alpha / beta), eV: -5.86 / -5.99
2S+1: 2
Energy above the lowest of the compared OMol25 structures with the same formula, charge and spin, eV: 1.698

Entry 5:
The following is a DFT calculation (ωB97M-V/def2-TZVPD) of a structure of composition C3H5LuO5.

XYZ file:
```
14
Properties=species:S:1:pos:R:3:forces:R:3
O 2.63415 0.42902 0.97924 0.0 -1.6 2.8
C 1.33919 0.23223 1.25408 -1.8 -0.2 -1.1
C 0.75319 -1.12142 1.68506 1.5 0.6 0.3
O -0.63329 -1.06330 1.71144 -1.1 1.1 -1.8
H -1.60702 -0.65813 -3.09773 0.2 0.3 -0.3
H 0.71105 1.13051 1.23908 0.1 0.0 0.2
H 2.97900 -0.09384 1.79079 0.7 1.0 -2.1
H 1.16684 -1.37209 2.68319 -0.2 -0.1 -0.2
H 1.13625 -1.89301 0.98575 -0.1 0.2 0.3
Lu -1.53935 -0.03372 0.13181 0.9 -0.2 -0.2
O -1.82659 1.66528 -1.20656 0.7 -0.1 2.2
C -1.71217 1.21410 -2.39146 -2.3 1.6 -3.2
O -2.01806 1.70666 -3.45520 1.1 -0.9 1.7
O -1.38319 -0.14231 -2.30949 0.5 -1.6 1.4
```
Forces are in eV/Å.

Results
E_HOMO (alpha / beta), eV: -11.93 / -14.56
Net charge: +1
Kohn-Sham gap (alpha / beta), eV: 5.69 / 8.06
LUMO energy (alpha / beta), eV: -6.24 / -6.50
2S+1: 2
Energy above the lowest of the compared OMol25 structures with the same formula, charge and spin, eV: 0.000

Entry 6:
The following is a DFT calculation (ωB97M-V/def2-TZVPD) of the molecule C3H5N.

XYZ file:
```
9
Properties=species:S:1:pos:R:3:forces:R:3
C -1.22327 -0.34057 -0.12382 -0.1 -0.1 0.0
C 0.08202 0.24725 -0.59078 0.2 0.0 0.1
C 1.21014 0.03688 0.03833 0.0 0.1 0.1
N 2.26187 -0.16902 0.64322 -0.4 0.1 -0.2
H -1.86125 0.44356 0.29793 0.0 -0.1 -0.1
H -1.05708 -1.09302 0.65239 0.0 0.1 -0.1
H -1.77252 -0.81456 -0.94305 0.1 0.1 0.1
H 0.10368 0.95212 -1.41571 0.0 -0.1 0.0
H 2.36010 0.51731 1.39206 0.3 -0.1 0.1
```
Forces are in eV/Å.

Results
E_HOMO, eV: -8.84
Kohn-Sham gap, eV: 9.83
LUMO energy, eV: 0.99
Energy above the lowest of the compared OMol25 structures with the same formula, charge and spin, eV: 1.123
SMILES: CC=C=N

Entry 7:
The following is a DFT calculation (ωB97M-V/def2-TZVPD) of a cluster of 2 separate species, C3H5N2 in total.

XYZ file:
```
10
Properties=species:S:1:pos:R:3:forces:R:3
C -1.30173 -0.17150 0.04743 0.1 -0.2 0.0
C -2.57918 -0.15478 -0.04342 -0.5 0.0 -0.1
C 1.11101 0.04024 0.12883 0.3 0.7 0.0
N -0.07647 -0.27451 0.13017 -0.5 -0.1 0.1
N 2.28345 -0.45300 -0.04098 0.4 -0.4 -0.1
H -3.13825 -0.95078 -0.51770 0.2 -0.2 -0.1
H -3.17399 0.66755 0.32611 0.1 0.3 0.2
H 1.06336 2.83816 0.12640 0.0 -0.2 0.0
H 3.09819 0.14287 0.01544 0.0 0.0 0.0
H 2.43843 -1.43793 -0.25107 -0.1 0.1 0.0
```
Forces are in eV/Å.

Results
E_HOMO (alpha / beta), eV: -14.70 / -14.40
Net charge: +1
Kohn-Sham gap (alpha / beta), eV: 7.98 / 9.61
LUMO energy (alpha / beta), eV: -6.72 / -4.79
Energy above the lowest of the compared OMol25 structures with the same formula, charge and spin, eV: 7.056

Entry 8:
The following is a DFT calculation (ωB97M-V/def2-TZVPD) of the ion C3H5N2 with charge +1.

XYZ file:
```
10
Properties=species:S:1:pos:R:3:forces:R:3
C -0.51395 -1.06798 1.67090 -0.3 1.0 0.5
C -0.54874 0.35286 0.89362 3.5 -2.6 3.1
C 0.61552 -1.45802 -0.07348 -0.2 0.6 0.1
N 0.39917 -1.89741 1.08054 -0.7 0.9 1.3
N 0.19692 0.00146 -0.29935 -1.3 -1.4 -0.7
H -1.53178 0.37901 0.68973 -3.5 1.0 -0.7
H -0.08496 1.12680 1.51380 -0.5 0.0 -0.3
H 0.95006 -2.12352 -0.79449 0.8 -0.4 -2.2
H -0.42928 0.17501 -1.07094 -0.4 -0.6 -0.8
H 0.94287 0.57891 -0.52383 2.5 1.3 -0.3
```
Forces are in eV/Å.

Results
E_HOMO (alpha / beta), eV: -14.02 / -14.40
Net charge: +1
Kohn-Sham gap (alpha / beta), eV: 7.80 / 8.17
LUMO energy (alpha / beta), eV: -6.22 / -6.22
Energy above the lowest of the compared OMol25 structures with the same formula, charge and spin, eV: 6.189

Entry 9:
The following is a DFT calculation (ωB97M-V/def2-TZVPD) of the ion C3H5N2 with charge +1.

XYZ file:
```
10
Properties=species:S:1:pos:R:3:forces:R:3
H -0.90763 -1.62645 -0.04894 0.0 0.0 -0.8
N -1.68252 -0.95795 -0.02362 -0.8 -0.6 0.8
C -1.35520 0.21685 0.15022 1.2 0.6 0.1
C 0.12311 0.67381 -0.07449 -4.5 2.0 -1.0
C 1.05798 0.08906 0.72818 2.4 -0.6 -6.1
N 0.88973 -0.41827 -0.66230 1.2 -1.4 6.2
H -1.95770 1.06783 0.46672 -0.6 -0.3 -0.3
H 0.01584 1.60703 -0.62673 1.1 0.4 0.5
H 2.10323 0.34539 0.91093 -0.1 -0.7 1.7
H 1.71315 -0.99730 -0.81998 0.2 0.6 -1.1
```
Forces are in eV/Å.

Results
E_HOMO, eV: -15.07
Net charge: +1
Kohn-Sham gap, eV: 6.90
LUMO energy, eV: -8.16
Energy above the lowest of the compared OMol25 structures with the same formula, charge and spin, eV: 7.511
SMILES: [H]/N=C\[C@H]1C=[NH+]1

Entry 10:
The following is a DFT calculation (ωB97M-V/def2-TZVPD) of a cluster of 2 separate species, C3H5N2 in total.

XYZ file:
```
10
Properties=species:S:1:pos:R:3:forces:R:3
C -3.42773 -0.49551 0.40074 -1.8 -3.1 2.5
C -3.06626 0.32191 -0.36596 0.9 1.8 -1.7
C 0.64636 0.11876 -0.37957 0.9 -5.2 -3.2
N 1.58695 -0.45948 0.31568 1.6 -0.8 0.7
N -0.12778 1.07591 -0.12807 -1.8 -0.5 0.1
H -3.90203 -1.29382 1.02430 0.9 1.3 -0.9
H 0.36798 -0.50678 -1.29479 0.2 1.0 0.8
H 2.13467 -1.36919 0.23183 -1.7 1.4 -1.0
H 1.95989 0.00253 1.10230 0.1 0.9 1.4
H 0.18834 1.87525 0.28900 0.7 3.3 1.2
```
Forces are in eV/Å.

Results
E_HOMO (alpha / beta), eV: -14.47 / -14.02
Net charge: +1
Kohn-Sham gap (alpha / beta), eV: 5.74 / 7.93
LUMO energy (alpha / beta), eV: -8.72 / -6.09
Energy above the lowest of the compared OMol25 structures with the same formula, charge and spin, eV: 9.335

Q: Which value of energy above the lowest of the compared OMol25 structures with the same formula, charge and spin does entry 8 give?
A: 6.189 eV

Please write out number 1 again, unchanged.
The following is a DFT calculation (ωB97M-V/def2-TZVPD) of a structure of composition C3H5IrO4.

XYZ file:
```
13
Properties=species:S:1:pos:R:3:forces:R:3
O 0.74213 -2.51575 2.47661 0.4 1.2 -2.8
C 0.91375 -1.92542 1.44032 -0.3 -2.6 6.7
O 0.15690 -1.76903 0.41999 -1.2 -0.7 -1.5
O 2.05650 -1.14629 1.21592 0.1 0.0 -0.1
H 2.76021 -1.29025 1.85985 0.8 0.0 0.5
C -0.39761 1.62177 -1.05055 -2.5 -0.1 3.8
O 0.65568 0.96234 -1.11924 0.9 2.8 -2.1
C -1.72914 1.00317 -0.87969 1.0 2.0 -3.3
H -2.14736 1.67228 -1.72779 -0.5 -0.6 0.8
H -0.30154 2.65934 -0.68180 0.2 0.1 -1.1
H -1.81460 0.00165 -1.31117 -0.2 -0.1 1.0
H -2.21834 1.41083 0.01758 -0.1 -0.4 -0.2
Ir 1.32341 -0.68463 -0.66003 1.4 -1.6 -1.8
```
Forces are in eV/Å.

Results
E_HOMO (alpha / beta), eV: -19.68 / -20.27
Net charge: +2
Kohn-Sham gap (alpha / beta), eV: 9.36 / 6.54
LUMO energy (alpha / beta), eV: -10.32 / -13.73
2S+1: 5
Energy above the lowest of the compared OMol25 structures with the same formula, charge and spin, eV: 1.652

Q: Which formula does entry 3 have?
A: C3H5LiO4